(1)
C55H37Cl2F15FeGeN4O2STe | wB97M-V/def2-TZVPD

```
119
Properties=species:S:1:pos:R:3:forces:R:3:mulliken_charge:R:1
Fe 0.061374 1.466951 0.017128 0.7 -0.3 0.3 3.080
Cl 3.045549 0.282756 3.972498 0.6 -0.4 -0.2 -0.290
C 1.390212 0.665478 3.963604 -1.5 0.8 0.4 0.556
C 0.701438 0.710426 5.207518 0.2 -0.1 -1.2 -0.513
C -0.556299 1.206741 5.278349 -0.8 0.4 1.0 0.770
Cl -1.376925 1.232969 6.854598 0.3 0.0 -0.6 -0.285
C -1.205655 1.772664 4.171444 -1.2 0.6 -0.1 0.540
C -2.498115 2.427438 4.192161 0.3 -1.3 -1.2 -1.118
C -3.026809 2.807112 2.982552 0.3 0.0 -0.1 -1.006
C -2.277066 2.603516 1.783061 -0.6 0.3 1.1 -0.243
N -1.096935 2.048373 1.750689 -0.7 0.6 -0.3 0.674
C -0.562693 1.657114 2.924500 0.5 -0.4 0.5 -1.095
C 0.738133 1.088814 2.789026 1.8 -0.5 -0.8 -0.089
O 1.297620 1.039068 1.598131 -0.5 -0.1 1.0 -0.681
H 1.126021 0.338099 6.107658 0.6 -0.2 0.4 0.554
H -3.161312 2.396636 5.045575 0.4 0.3 0.3 0.403
H -4.035097 3.229682 2.926523 0.5 -0.1 -0.1 0.475
H -2.693005 2.931292 0.861722 -0.3 0.1 -0.8 0.171
C 4.726296 -0.953022 -1.772247 2.7 -0.1 -0.4 -1.000
N 4.023988 -0.543175 -0.614362 -1.3 0.0 1.8 0.363
C 4.617706 0.474407 0.257130 -2.3 -0.5 2.3 -0.750
C 3.236737 -1.470156 -0.047502 0.3 -0.8 0.4 0.093
N 2.663580 -2.384845 0.409655 0.5 1.8 -0.6 -0.625
H 5.051134 -0.028848 -2.307697 -0.5 -0.9 0.0 0.313
H 4.070107 -1.600118 -2.331525 0.1 -0.1 -0.6 0.332
H 5.715700 -1.520636 -1.498116 -1.7 0.8 -0.5 0.280
H 5.652071 0.434945 0.283258 2.2 -0.3 -0.5 0.445
H 4.330419 0.237098 1.328374 0.0 0.4 -1.3 0.099
H 4.294912 1.483599 0.058362 -0.3 0.2 -0.4 0.211
C 3.117417 -8.271821 1.905335 0.1 0.5 -3.1 -1.619
C 2.372291 -6.959433 1.684006 -0.1 -1.7 -0.2 0.829
C 2.322596 -6.403844 0.436738 -1.0 1.1 -0.7 -1.188
C 1.491542 -5.228707 0.189629 2.8 -2.0 -0.5 1.812
C 1.594861 -4.695388 -1.190759 -0.8 -0.6 -1.0 -2.289
C 0.932404 -4.611818 1.269307 -0.5 -0.4 1.0 0.468
Te -0.037600 -2.759037 1.253792 -0.8 0.1 -0.2 0.958
N -0.465677 -2.480450 -0.699286 -0.2 0.8 0.6 -0.147
C -0.859981 -1.254052 -0.933984 0.6 0.0 1.7 -0.406
O -0.970077 -0.237566 -0.110684 0.2 -1.1 -0.1 -0.523
C -1.209580 -0.949179 -2.299503 0.8 -0.6 -1.3 0.175
C -2.553149 -0.694196 -2.608257 1.0 0.5 0.2 -0.104
C -2.830179 -0.283800 -3.888973 1.0 0.9 -1.5 -0.484
C -1.775915 -0.097537 -4.872425 -1.5 -0.8 2.8 -0.986
C -0.490951 -0.380662 -4.467545 1.9 -0.4 -1.5 -0.517
C -0.148384 -0.890438 -3.234243 0.0 -0.5 1.1 0.197
C -2.004698 -3.529149 1.721573 0.5 0.8 0.2 0.456
C -2.656320 -4.529149 1.004285 -0.5 -0.5 -0.3 1.329
C -2.064238 -5.128117 -0.199389 0.4 -0.3 -2.3 -1.179
C -3.978988 -4.902019 1.268434 0.1 0.9 0.6 -1.129
C -4.703374 -4.192349 2.242799 1.4 -1.0 -0.5 0.622
C -6.126815 -4.517489 2.492981 -0.3 1.4 0.4 -1.590
C -4.000013 -3.244677 2.985532 -0.4 0.6 -0.1 -1.256
C -2.688360 -2.834443 2.717308 -0.9 0.5 0.6 0.986
C -2.165198 -1.649061 3.563601 -0.1 -0.9 -1.0 -1.041
C 1.045231 -5.184947 2.561527 0.3 0.8 1.7 0.427
C 0.670230 -4.425771 3.857719 -1.8 0.7 -0.8 -1.546
C 1.705481 -6.382631 2.754821 -0.1 0.9 -1.6 -0.973
H 3.972410 -8.010144 2.461945 0.9 -0.5 1.5 0.382
H 3.566025 -8.626469 0.926561 -0.5 0.5 0.8 0.332
H 2.491708 -9.104498 2.180390 -0.1 0.0 0.9 0.385
H 2.912378 -6.897366 -0.372153 -0.8 0.7 0.5 0.243
H 2.456330 -4.086937 -1.292967 0.9 0.7 0.1 0.518
H 0.758003 -4.097839 -1.488681 -0.4 0.4 0.0 0.239
H 1.706029 -5.463479 -1.966811 -0.1 -0.2 0.5 0.501
H -3.289010 -0.670772 -1.789406 0.3 -0.2 -0.6 0.392
H -3.817332 0.088739 -4.112350 -0.3 -0.3 -0.3 0.434
H -2.042833 0.201893 -5.852580 0.0 0.4 -0.7 0.503
H 0.402397 -0.310995 -5.119352 -1.0 0.3 -0.2 0.376
H 0.961717 -1.248619 -3.049370 -2.6 1.0 0.1 0.081
H -2.565899 -6.056140 -0.586792 0.5 0.7 0.8 0.423
H -0.983918 -5.241998 -0.171534 -0.1 -0.5 0.3 -0.119
H -2.159402 -4.395883 -1.032688 -0.2 -0.3 0.4 0.183
H -4.411801 -5.707600 0.661043 0.0 0.5 0.3 0.331
H -6.271026 -4.847461 3.510191 -0.1 -0.6 0.2 0.344
H -6.546348 -5.156370 1.744688 -0.1 -0.7 -0.2 0.360
H -6.700069 -3.590204 2.449453 -0.1 0.1 -0.1 0.366
H -4.535717 -2.691793 3.752773 -0.1 -0.1 0.0 0.394
H -2.948714 -1.179576 4.149778 -0.1 -0.2 0.1 0.429
H -1.681008 -0.855777 3.008641 0.0 0.1 -0.6 -0.270
H -1.391516 -2.046073 4.182823 0.5 -0.1 1.0 0.351
H 1.007777 -4.891738 4.769618 0.2 -0.5 0.0 0.480
H -0.443670 -4.260977 3.968543 0.9 -0.4 -0.2 0.220
H 1.062721 -3.402613 3.906086 0.3 -0.1 -0.3 0.237
H 1.792138 -6.861400 3.687096 -0.1 -0.2 1.2 0.571
F -0.863888 3.947117 -4.702485 0.4 0.4 0.4 -0.275
C 0.425962 4.299998 -4.895978 0.9 -0.3 -0.6 0.244
C 1.329515 4.573762 -3.868373 -0.3 -0.1 0.6 -0.332
C 2.675962 4.802718 -4.212024 -0.4 0.5 0.4 -0.118
F 3.591189 5.138353 -3.227513 -1.1 -0.5 -1.2 -0.334
C 3.090302 4.800830 -5.542269 -0.9 -0.1 -0.8 0.255
F 4.320313 5.095845 -5.909150 0.9 0.0 0.2 -0.299
C 2.175617 4.539361 -6.589548 -1.1 -1.3 0.4 0.368
F 2.567651 4.318197 -7.884294 -0.2 0.8 1.6 -0.282
C 0.832194 4.264247 -6.234148 0.4 0.8 -0.6 0.302
F -0.115141 4.099903 -7.192808 0.9 -0.2 0.6 -0.318
Ge 0.768919 4.327939 -1.903020 0.5 0.8 -0.9 0.791
S 1.630250 2.439240 -1.540285 0.1 -1.1 0.7 -0.777
C -1.208235 4.365321 -1.805632 0.2 1.0 -0.7 -0.210
C -1.846658 5.605015 -1.717806 -0.7 -0.4 1.2 0.759
F -1.141260 6.727162 -1.390672 -0.8 -0.9 -0.8 -0.244
C -3.255028 5.663690 -1.680968 0.6 1.4 0.3 0.009
F -3.882188 6.854601 -1.490824 0.5 -1.0 -0.1 -0.319
C -4.007875 4.507895 -1.716844 -0.2 -0.5 -0.6 0.411
F -5.326392 4.592358 -1.500642 0.5 -0.2 -0.2 -0.329
C -3.389810 3.274533 -1.990053 0.0 0.1 1.3 -0.257
F -4.091519 2.125922 -1.855952 0.3 0.7 -0.5 -0.301
C -1.994919 3.242956 -2.023407 -0.3 -0.2 0.0 0.071
F -1.409728 2.039553 -2.208545 -0.4 0.5 0.1 0.100
C 1.583529 5.828715 -0.846992 -0.7 0.7 -0.2 0.382
C 1.791669 7.091420 -1.448922 2.0 -1.0 1.4 0.127
F 1.396654 7.361612 -2.684588 -0.3 0.0 -0.2 -0.322
C 2.707224 7.982893 -0.844254 -1.0 -0.3 -0.2 0.247
F 3.122656 9.091850 -1.456779 -0.2 0.0 0.0 -0.306
C 3.176066 7.704626 0.423886 -0.4 -0.3 -0.5 0.398
F 3.989972 8.523942 1.035146 0.7 0.9 0.2 -0.297
C 2.865781 6.529482 1.073028 1.5 -0.6 1.0 0.067
F 3.631562 6.265287 2.184575 -1.4 0.1 -0.7 -0.301
C 2.064813 5.600145 0.464975 -0.8 0.3 -1.7 -0.508
F 1.717830 4.468952 1.061816 0.3 -0.3 0.4 -0.035
```
Positions in Å, forces in eV/Å.

Results
Spin multiplicity = 5
Gap between HOMO and LUMO (alpha / beta) = 7.362 / 7.228 eV
Charge = 0

=====

(2)
C20H25N3O4S | wB97M-V/def2-TZVPD

```
53
Properties=species:S:1:pos:R:3:forces:R:3:mulliken_charge:R:1
C 0.718519 2.854197 -1.914881 0.0 0.1 -0.1 -1.162
O 0.830561 1.609132 -1.263490 0.2 0.0 0.0 -0.142
C 2.031869 1.251669 -0.751009 0.1 0.1 0.0 0.389
C 3.211705 1.980582 -0.877426 -0.3 0.1 -0.1 -0.852
C 4.389703 1.497600 -0.332392 0.0 -0.2 0.1 -0.818
C 4.437951 0.289583 0.350367 -0.1 0.1 -0.1 0.511
C 5.716252 -0.211552 0.949151 0.0 0.1 0.1 -1.597
C 3.253849 -0.426998 0.481807 0.0 0.0 0.0 -0.384
C 2.077066 0.044128 -0.056708 -0.7 -0.2 0.1 -0.047
S 0.566604 -0.897395 0.165828 0.7 0.3 -0.2 1.200
O 0.922610 -2.073477 0.904781 0.1 -0.1 -0.2 -0.756
O -0.431746 -0.022154 0.707046 0.1 -0.1 -0.3 0.003
N 0.193597 -1.282326 -1.414625 0.1 0.2 1.0 0.270
C 0.518103 -2.628760 -1.833475 0.2 -0.7 0.1 -1.076
C -0.612257 -3.598305 -1.502855 0.1 0.1 -0.1 -0.499
C -1.919920 -3.116573 -2.128069 -0.1 0.0 0.3 -1.366
C -2.246418 -1.681986 -1.699091 0.3 -0.2 -0.1 0.583
C -2.650665 -1.601472 -0.224305 -0.6 0.1 -0.6 0.047
O -2.507746 -2.507253 0.567598 0.2 -0.3 0.3 -0.628
N -3.287038 -0.445156 0.081338 -0.2 0.3 0.1 -0.130
C -3.411482 -0.004617 1.452804 -0.1 -0.1 0.0 -1.023
C -2.583174 1.237784 1.656503 -0.1 0.1 0.3 0.841
C -1.881805 1.469794 2.834039 -0.1 0.1 -0.1 -0.617
C -1.104333 2.608715 2.928717 -0.1 0.0 0.0 -0.455
C -1.066493 3.486254 1.855533 0.0 0.0 0.0 -0.472
C -1.822019 3.177158 0.738911 0.2 0.3 0.0 -0.471
N -2.562044 2.087664 0.637618 -0.3 -0.2 -0.2 -0.501
C -1.035877 -0.767889 -1.961585 -0.6 0.5 0.0 -1.222
H 1.348033 2.896254 -2.809952 0.0 0.0 0.1 0.422
H -0.327198 2.938087 -2.205071 0.1 0.0 0.0 0.270
H 0.976081 3.681149 -1.246343 0.0 0.0 0.0 0.417
H 3.225118 2.923585 -1.400733 -0.1 0.1 -0.1 0.442
H 5.293002 2.079909 -0.445378 0.1 0.1 0.0 0.400
H 5.683845 -1.290152 1.074749 0.1 -0.1 0.0 0.363
H 5.870884 0.238768 1.929756 0.1 0.0 0.1 0.308
H 6.566170 0.049125 0.322535 0.1 0.0 0.0 0.398
H 3.219063 -1.366252 1.011594 0.1 -0.1 0.1 0.547
H 0.709941 -2.605471 -2.913284 0.0 0.0 0.1 0.515
H 1.432958 -2.913037 -1.314037 0.0 -0.1 -0.2 0.452
H -0.725822 -3.639797 -0.419891 0.0 -0.1 -0.1 0.314
H -0.364859 -4.595145 -1.871604 0.0 0.0 0.0 0.423
H -1.839739 -3.149459 -3.219027 -0.1 0.0 0.0 0.452
H -2.733780 -3.775827 -1.822446 0.0 0.0 -0.1 0.423
H -3.089988 -1.307855 -2.290925 0.1 0.0 0.1 0.436
H -3.219303 0.333315 -0.560973 0.0 -0.1 -0.1 0.361
H -4.465782 0.211478 1.672005 0.2 0.0 0.1 0.249
H -3.065646 -0.813325 2.099050 -0.1 0.1 0.0 0.485
H -1.925877 0.755447 3.640592 0.0 -0.1 0.1 0.409
H -0.527658 2.807683 3.821036 0.0 0.0 0.1 0.413
H -0.465268 4.382464 1.886360 0.0 0.1 0.0 0.414
H -1.843408 3.834020 -0.122896 0.1 0.1 0.0 0.544
H -0.893434 -0.652519 -3.043227 0.0 0.0 0.1 0.520
H -1.181108 0.215319 -1.513749 -0.2 0.0 -0.3 0.396
```
Positions in Å, forces in eV/Å.

Results
Spin multiplicity = 1
Gap between HOMO and LUMO = 9.184 eV
Structure (SMILES) = COc1ccc(C)cc1S(=O)(=O)N1CCC[C@@H](C(=O)NCc2ccccn2)C1
Energy above the lowest of the compared OMol25 structures with the same formula, charge and spin = 251.9 kJ/mol
Charge = 0

=====

(3)
C4H8O2 | wB97M-V/def2-TZVPD

```
14
Properties=species:S:1:pos:R:3:forces:R:3:mulliken_charge:R:1
C -1.977313 -0.212337 0.665555 0.2 -0.2 0.1 -1.013
C -0.769400 0.341071 -0.083018 -0.2 0.8 0.0 0.547
O -1.036031 1.289733 -0.794730 0.2 -0.3 -0.3 -0.571
C 0.767474 0.107930 0.185295 -0.2 -0.2 0.1 0.402
C 1.600866 -0.759611 -0.781155 -0.2 0.0 0.0 -1.252
O 1.325730 1.404656 0.168931 0.0 0.1 0.2 -0.565
H -2.706398 -0.635650 -0.036850 0.3 -0.1 0.1 0.289
H -2.473296 0.675546 1.087986 0.2 -0.3 -0.1 0.285
H -1.758821 -0.908175 1.471350 0.1 -0.2 -0.1 0.334
H 0.885093 -0.315004 1.192891 -0.2 0.1 -0.1 0.227
H 1.434284 -1.833460 -0.649782 -0.1 0.1 0.0 0.339
H 2.660841 -0.562677 -0.563646 -0.4 0.0 0.1 0.330
H 1.440026 -0.490381 -1.829795 -0.1 0.0 0.2 0.306
H 0.604599 1.997510 -0.092204 0.3 0.0 -0.2 0.342
```
Positions in Å, forces in eV/Å.

Results
Spin multiplicity = 1
Gap between HOMO and LUMO = 10.803 eV
Structure (SMILES) = CC(=O)[C@@H](C)O
Energy above the lowest of the compared OMol25 structures with the same formula, charge and spin = 120.3 kJ/mol
Charge = 0

=====

(4)
C3H5NS2 | wB97M-V/def2-TZVPD

```
11
Properties=species:S:1:pos:R:3:forces:R:3:mulliken_charge:R:1
C -0.799865 -0.925028 -0.440795 -0.9 -0.9 1.1 -0.365
C -0.724246 0.230073 0.499518 -1.7 0.9 -1.0 -0.594
C 1.507144 1.603119 0.204620 3.1 1.9 -0.3 -0.404
N 0.355670 -1.798589 -0.517535 -0.2 -0.8 -0.3 -0.209
S 0.004536 1.722677 -0.326230 -0.5 -0.4 0.3 0.026
S 1.619941 -1.547735 0.317675 0.5 -0.2 0.5 -0.058
H -1.734159 -1.519845 -0.253819 0.9 0.3 -0.6 0.282
H -0.753088 -0.543852 -1.402293 -0.8 0.5 -2.5 0.293
H -1.726785 0.466497 0.902157 0.7 0.1 0.0 0.373
H -0.047579 -0.139870 1.191651 1.3 0.3 2.2 0.450
H 2.298430 2.452556 -0.174947 -2.4 -1.8 0.5 0.207
```
Positions in Å, forces in eV/Å.

Results
Spin multiplicity = 1
Gap between HOMO and LUMO (alpha / beta) = 6.984 / 6.984 eV
Energy above the lowest of the compared OMol25 structures with the same formula, charge and spin = 532.3 kJ/mol
Charge = 0

=====

(5)
C12H33AgN5O8 | wB97M-V/def2-TZVPD

```
59
Properties=species:S:1:pos:R:3:forces:R:3:mulliken_charge:R:1
Ag 0.325820 -0.263371 1.225699 0.9 1.6 -0.6 0.588
O 2.610271 1.407148 -2.055085 0.8 -2.1 0.7 -0.257
C 3.216840 0.087774 -1.899325 -1.5 1.4 1.4 -0.649
C 2.648393 -0.856402 -0.678380 0.6 1.3 1.1 0.271
O 2.866236 -0.472467 0.711949 -1.6 -0.4 -1.5 -0.851
H 4.261321 0.374048 -1.775962 0.4 -0.3 0.2 0.367
H 3.080577 -0.351408 -2.887582 0.1 -0.7 -0.1 0.254
H 3.008780 -1.884979 -0.662644 0.7 -0.3 -1.2 0.363
H 1.594076 -0.959347 -0.935103 -0.5 0.3 -0.2 -0.288
O -0.135019 2.147487 0.677293 -0.6 0.4 0.7 -0.534
C -1.107676 3.070899 0.145091 0.3 -0.2 -0.5 -0.625
C -0.732837 4.306600 -0.843696 0.9 -1.6 -2.4 -0.706
O -0.096606 3.983808 -2.030992 0.3 -0.3 0.8 -0.950
H -1.681912 3.488308 0.972204 -0.3 0.6 0.7 0.281
H -1.864536 2.495054 -0.387513 -0.1 -0.1 -0.6 0.342
H -0.264003 5.187182 -0.404556 0.9 0.2 1.5 0.084
H -1.605002 4.797565 -1.275418 -1.9 -0.1 1.0 0.364
C -0.999460 -2.665988 -1.768601 -0.8 -0.5 1.1 -1.566
C -0.813787 -1.907858 -3.060890 1.5 -0.2 2.3 0.540
C -1.534853 -2.570662 -4.172097 -0.6 -0.9 -0.6 -0.703
O -1.822311 -1.712080 -5.259632 -0.2 0.2 0.3 -0.397
C -0.887176 -1.641420 -6.319705 -0.6 -1.3 1.1 -0.694
N -1.202295 -0.520689 -2.972899 0.1 -0.9 0.1 -0.488
H -0.523370 -2.164012 -0.926315 0.3 0.1 -0.2 0.118
H -0.654964 -3.700075 -1.777946 0.4 0.0 -0.3 0.422
H -2.032120 -2.775493 -1.437350 -0.5 0.3 -0.3 0.471
H 0.275874 -1.897920 -3.086318 0.3 -0.1 -1.1 0.091
H -2.532423 -2.862625 -3.843890 -0.1 0.0 0.4 0.329
H -1.017928 -3.499911 -4.411637 0.1 -0.2 -0.7 0.435
H 0.123703 -1.465172 -5.952087 0.1 0.7 -0.2 0.268
H -1.345230 -0.899483 -6.973791 0.8 -0.2 -0.4 0.234
H -0.896267 -2.677546 -6.658043 0.3 0.1 -1.2 0.328
H -2.176478 -0.622229 -2.726388 -0.6 0.9 0.1 0.282
H -1.198633 -0.427851 -3.978609 -0.5 1.9 -0.2 0.334
C -3.320602 0.705482 4.540396 0.8 1.5 -1.0 -1.121
C -1.945539 1.400171 4.141932 0.8 -1.4 -0.4 -0.317
O -1.496481 0.864493 2.864823 -1.2 -1.0 1.5 -0.435
H -3.477085 -0.202336 3.957744 0.4 -0.1 0.2 0.280
H -4.087709 1.397730 4.193350 -0.3 -0.1 0.1 0.301
H -3.478308 0.522668 5.603320 0.3 0.0 0.0 0.327
H -1.146750 1.168507 4.846475 -0.1 -0.5 0.3 0.294
H -1.893632 2.488866 4.153936 -0.8 0.1 -0.4 0.334
H -1.174218 1.485003 2.207004 0.4 1.4 -0.9 0.415
C 1.500312 3.427110 3.729583 1.5 -1.9 1.5 0.481
O 2.093988 3.404410 4.810803 0.8 0.6 0.7 -0.792
N 1.418301 2.346178 2.961679 0.0 -0.4 0.4 -0.060
N 0.919478 4.517245 3.277424 -1.4 2.5 -0.7 -0.356
H 0.619862 2.336091 2.343220 0.2 -0.7 -1.7 0.078
H 2.002461 1.567659 3.231438 -0.6 0.0 -0.2 0.120
H 0.401547 4.506866 2.410401 0.4 0.2 -0.2 0.253
H 1.259940 5.380734 3.675649 -0.4 -0.2 -0.2 0.193
C 1.797776 -4.211412 1.890470 -0.8 -1.3 1.0 0.574
O 1.465512 -5.310739 2.218337 0.1 -4.3 1.6 -0.756
N 0.897208 -3.471690 1.342139 -1.8 3.3 -2.2 -0.125
N 2.950708 -3.641059 2.113474 2.5 0.6 0.3 -0.357
H 1.317669 -2.631116 0.972357 -1.3 0.7 -0.5 0.056
H -0.057263 -3.800306 1.308937 0.5 0.4 -0.4 0.125
H 3.555799 -4.139402 2.750358 0.1 0.6 -0.3 0.201
H 2.990018 -2.658038 1.884970 0.9 0.5 0.3 0.225
```
Positions in Å, forces in eV/Å.

Results
Spin multiplicity = 2
Gap between HOMO and LUMO (alpha / beta) = 3.254 / 3.250 eV
Charge = -2

=====

> The highest spin multiplicity belongs to which entry?

C55H37Cl2F15FeGeN4O2STe

=====

> Look up the charge of the fifth one.

-2

=====

> Which value of charge does entry 3 give?

0